No. 1
This record from OMol25 describes 2 unconnected molecules or ions with the total composition C4H13N2O in a non-equilibrium geometry. The level of theory is ωB97M-V/def2-TZVPD.

```
20
Properties=species:S:1:pos:R:3
C 0.30 -2.09 -0.05
C -1.04 -1.34 -0.12
C -1.05 -0.35 1.11
C -0.67 0.92 0.86
N -0.88 1.90 1.83
N 1.28 -1.02 -0.65
H 0.06 -3.03 -0.71
H 0.52 -2.35 0.97
H -1.12 -0.89 -1.11
H -1.99 -1.95 0.00
H -1.46 -0.67 1.98
H -0.48 1.42 -0.14
H -0.96 1.77 2.89
H -0.88 2.86 1.54
H 2.26 -1.19 -0.66
H 1.11 -0.90 -1.75
H 0.96 -0.13 -0.48
H 2.23 1.81 -2.39
H 0.80 2.23 -2.27
O 1.36 1.50 -2.11
```

Results
HOMO energy (eV): -11.48
Strongest force on any atom (Eh/bohr): 0.122
Spin multiplicity: 1
Lowest unoccupied orbital energy (eV): -3.134
Net charge: +1

Atomic partial charges in e from the natural (NBO) method, atoms 1 to 4: C -0.231; C -0.450; C -0.332; C -0.005

No. 2
This record from OMol25 describes a molecular structure, C7H12O3S in a non-equilibrium geometry. The level of theory is ωB97M-V/def2-TZVPD.

```
23
Properties=species:S:1:pos:R:3
C -1.52 0.75 0.20
C 0.25 -0.89 1.33
C 1.55 0.04 1.22
C -0.60 -0.48 0.14
C 0.91 -0.05 -1.06
C -1.23 1.90 1.08
C 1.00 -1.24 -1.93
O -2.55 0.74 -0.47
O 2.00 -0.12 -0.16
O 0.67 1.25 -1.38
S -1.56 -1.89 -0.44
H 0.64 -1.97 1.11
H -0.25 -0.68 2.27
H 1.22 1.12 1.29
H 2.41 -0.23 1.74
H -2.08 2.44 1.28
H -0.41 2.47 0.58
H -0.81 1.41 1.94
H 0.15 -1.24 -2.65
H 1.05 -2.13 -1.33
H 1.98 -1.24 -2.44
H -0.07 1.40 -1.94
H -2.77 -1.36 -0.37
```

Results
HOMO energy (eV): -8.29
Strongest force on any atom (Eh/bohr): 0.095
Spin multiplicity: 1
Lowest unoccupied orbital energy (eV): 0.642
Net charge: 0

Atomic partial charges in e from the natural (NBO) method, atoms 1 to 4: C 0.571; C -0.467; C -0.063; C -0.335

No. 3
This record from OMol25 describes a molecular structure, C32H48BNO6PRuS2Te in a non-equilibrium geometry. The level of theory is ωB97M-V/def2-TZVPD.

```
93
Properties=species:S:1:pos:R:3
Ru 0.39 0.35 0.26
C -2.71 4.08 1.48
C -2.07 2.92 0.77
S -1.58 1.61 1.78
C -1.93 2.88 -0.58
C -2.34 4.01 -1.49
S -1.24 1.54 -1.43
H -2.77 3.85 2.54
H -3.71 4.28 1.10
H -2.11 5.00 1.35
H -2.98 4.74 -0.99
H -2.88 3.59 -2.34
H -1.46 4.52 -1.87
O -0.70 -3.49 2.60
C 0.03 -2.59 2.17
O -0.32 -1.67 1.37
C 1.49 -2.60 2.60
C 1.88 -3.32 3.72
C 3.20 -3.35 4.15
C 4.11 -2.61 3.42
O 5.47 -2.44 3.64
C 5.86 -1.49 2.68
O 4.83 -1.27 1.76
C 3.72 -1.90 2.29
C 2.43 -1.89 1.84
H 1.12 -3.86 4.27
H 3.51 -3.91 5.02
H 6.76 -1.85 2.15
H 6.11 -0.54 3.19
H 2.13 -1.33 0.95
C 3.51 2.72 -2.50
C 4.23 1.40 -2.26
C 4.58 1.38 -0.77
C 5.50 1.34 -3.10
P 2.84 0.05 -2.52
N 1.81 0.06 -1.39
C 3.71 -1.69 -2.62
C 4.51 -2.04 -3.87
C 4.65 -1.74 -1.42
C 2.62 -2.73 -2.36
C 2.03 0.38 -4.27
C 2.95 0.67 -5.46
C 1.03 1.52 -4.09
C 1.20 -0.87 -4.55
H 4.08 3.55 -2.08
H 2.54 2.68 -2.00
H 3.36 2.92 -3.56
H 4.93 2.36 -0.46
H 5.34 0.65 -0.51
H 3.67 1.16 -0.21
H 6.10 2.23 -2.89
H 5.28 1.33 -4.17
H 6.10 0.47 -2.86
H 5.27 -1.29 -4.09
H 3.87 -2.16 -4.75
H 5.02 -3.00 -3.70
H 5.56 -1.16 -1.58
H 4.95 -2.77 -1.22
H 4.14 -1.36 -0.54
H 2.17 -3.09 -3.28
H 1.84 -2.28 -1.74
H 3.03 -3.59 -1.83
H 3.44 1.63 -5.35
H 2.34 0.71 -6.37
H 3.71 -0.10 -5.59
H 1.48 2.50 -4.24
H 0.61 1.47 -3.09
H 0.21 1.42 -4.80
H 1.81 -1.72 -4.84
H 0.49 -0.68 -5.35
H 0.64 -1.12 -3.65
O 2.94 2.35 1.82
B 1.72 1.62 1.59
O 1.60 0.72 2.68
C 2.67 0.86 3.47
C 3.01 0.16 4.62
C 4.21 0.50 5.23
C 5.03 1.48 4.71
C 4.70 2.17 3.55
C 3.50 1.86 2.94
H 2.37 -0.63 4.99
H 4.51 -0.03 6.13
H 5.96 1.71 5.22
H 5.36 2.92 3.13
C -1.96 -2.68 -3.02
Te -1.29 -2.06 -1.00
C -0.69 -4.12 -0.68
H -1.14 -3.08 -3.60
H -2.36 -1.82 -3.55
H -2.74 -3.44 -2.97
H -1.52 -4.78 -0.90
H -0.43 -4.24 0.37
H 0.16 -4.38 -1.30
```

Results
HOMO energy (alpha / beta) (eV): -0.35 / -1.05
Strongest force on any atom (Eh/bohr): 0.035
Spin multiplicity: 6
Lowest unoccupied orbital energy (alpha / beta) (eV): 4.198 / 4.193
Net charge: -2

Atomic partial charges in e from the Löwdin method, atoms 1 to 4: Ru 0.915; C -0.176; C -0.839; S 0.553

No. 4
This record from OMol25 describes 2 unconnected molecules or ions with the total composition C2H5S. The level of theory is ωB97M-V/def2-TZVPD.

```
8
Properties=species:S:1:pos:R:3
S -2.96 -1.21 -1.41
H -4.27 -1.23 -1.70
C 1.28 0.12 -0.07
C 1.14 0.67 1.13
H 0.58 -0.59 -0.49
H 2.17 0.28 -0.67
H 0.28 0.47 1.75
H 1.77 1.49 1.46
```

Results
HOMO energy (eV): -2.34
Strongest force on any atom (Eh/bohr): 0.013
Spin multiplicity: 1
Lowest unoccupied orbital energy (eV): 3.918
Net charge: -1

Atomic partial charges in e from the natural (NBO) method, atoms 1 to 4: S -1.080; H 0.082; C -0.366; C -0.407

No. 5
This record from OMol25 describes a molecular structure, C21H31Cl5MgP2 in a non-equilibrium geometry. The level of theory is ωB97M-V/def2-TZVPD.

```
60
Properties=species:S:1:pos:R:3
P -2.78 1.94 0.52
P -0.98 1.93 -2.22
C -2.94 3.32 -0.69
C -2.53 2.94 -2.12
H -2.31 4.14 -0.32
H -3.99 3.64 -0.65
H -3.33 2.35 -2.59
H -2.37 3.84 -2.72
C 0.21 3.33 -2.18
H 1.24 2.94 -2.23
H 0.11 3.91 -1.25
H 0.03 3.98 -3.04
C -0.99 1.54 -4.01
H -0.91 2.46 -4.60
H -1.92 1.01 -4.24
H -0.14 0.88 -4.22
C -3.15 2.76 2.11
H -3.01 2.04 2.92
H -4.18 3.14 2.11
H -2.45 3.59 2.25
C -4.27 0.96 0.14
H -4.20 0.55 -0.87
H -5.16 1.60 0.22
H -4.35 0.13 0.86
Mg 0.88 -4.06 0.41
C 1.04 -0.25 -1.02
C 1.40 0.86 -0.35
C 0.61 1.69 0.61
C 0.61 1.14 2.05
C -0.57 0.31 2.37
C -1.30 -0.43 1.50
C -1.24 -0.53 0.01
C -0.05 -1.22 -0.71
C 0.36 -4.03 2.48
H 1.74 -0.58 -1.82
H 2.42 1.24 -0.52
H -0.43 1.85 0.29
H 1.04 2.71 0.64
H 1.55 0.58 2.21
H 0.64 2.00 2.76
H -0.79 0.25 3.43
H -2.00 -1.13 1.97
H -1.31 0.48 -0.43
H -2.16 -1.03 -0.34
H 0.33 -2.12 -0.12
H -0.44 -1.63 -1.67
H 0.21 -4.93 3.10
H -0.59 -3.47 2.49
H 1.12 -3.42 2.98
Cl 3.16 -1.48 1.95
C 3.86 -2.80 1.09
C 3.04 -3.68 0.43
C 3.55 -4.77 -0.22
Cl 2.33 -5.88 -0.89
C 4.94 -4.99 -0.31
Cl 5.54 -6.28 -1.25
C 5.81 -4.09 0.37
Cl 7.50 -4.33 0.33
C 5.27 -2.99 1.07
Cl 6.28 -1.89 1.90
```

Results
HOMO energy (eV): -7.38
Strongest force on any atom (Eh/bohr): 0.037
Spin multiplicity: 1
Lowest unoccupied orbital energy (eV): -0.571
Net charge: 0

Atomic partial charges in e from the natural (NBO) method, atoms 1 to 4: P 0.874; P 0.861; C -0.725; C -0.714

No. 6
This record from OMol25 describes C17H20FNO4S in the gas phase in a non-equilibrium geometry. The level of theory is ωB97M-V/def2-TZVPD.

```
44
Properties=species:S:1:pos:R:3
C 0.96 -3.75 -0.29
C 2.26 -2.97 -0.40
C 2.05 -1.65 -1.15
C 3.30 -0.78 -1.14
O 3.60 -0.45 0.21
C 4.48 0.64 0.38
C 3.75 1.95 0.73
O 3.17 2.58 -0.40
C 1.90 2.24 -0.70
N 1.14 1.48 0.11
C -0.04 1.26 -0.37
C -1.02 0.42 0.26
C -0.68 -0.29 1.42
C -1.61 -1.12 2.02
C -2.90 -1.27 1.49
C -3.83 -2.17 2.21
O -3.54 -2.75 3.23
O -5.02 -2.30 1.62
C -3.22 -0.55 0.34
F -4.44 -0.63 -0.21
C -2.31 0.29 -0.27
S -0.32 2.06 -1.91
C 1.29 2.67 -1.86
C 1.87 3.53 -2.92
H 1.12 -4.69 0.24
H 0.56 -3.98 -1.28
H 0.21 -3.18 0.25
H 2.64 -2.74 0.59
H 3.01 -3.57 -0.92
H 1.24 -1.10 -0.67
H 1.77 -1.85 -2.19
H 4.15 -1.32 -1.58
H 3.12 0.13 -1.73
H 5.12 0.39 1.23
H 5.11 0.79 -0.50
H 4.48 2.67 1.11
H 2.98 1.75 1.48
H 0.31 -0.19 1.81
H -1.37 -1.68 2.90
H -5.58 -2.91 2.13
H -2.59 0.82 -1.16
H 1.66 4.58 -2.72
H 2.95 3.39 -2.94
H 1.46 3.28 -3.90
```

Results
HOMO energy (eV): -8.07
Strongest force on any atom (Eh/bohr): 0.030
Spin multiplicity: 1
Lowest unoccupied orbital energy (eV): -0.490
Net charge: 0
SMILES string: CCCCOCCOc1nc(-c2ccc(C(=O)O)c(F)c2)sc1C

Atomic partial charges in e from the natural (NBO) method, atoms 1 to 4: C -0.600; C -0.400; C -0.401; C -0.056

No. 7
This record from OMol25 describes a molecular structure, C19H30BN8SSe2Te2W. The level of theory is ωB97M-V/def2-TZVPD.

```
64
Properties=species:S:1:pos:R:3
W -0.16 0.00 -0.47
C 0.38 -2.19 -3.68
C 0.86 -2.55 -2.31
C 1.49 -3.74 -2.03
C 1.77 -3.74 -0.67
C 2.49 -4.77 0.15
N 1.31 -2.60 -0.16
N 0.74 -1.83 -1.14
B 1.44 -2.02 1.25
N 1.95 -0.53 1.11
N 1.15 0.60 1.05
C 1.94 1.66 1.35
C 1.50 3.08 1.45
C 3.23 1.21 1.57
C 3.21 -0.16 1.39
C 4.33 -1.13 1.54
N 0.07 -1.94 1.87
N -0.89 -1.17 1.27
C -2.02 -1.34 2.01
C -3.35 -0.67 1.89
C -1.75 -2.21 3.05
C -0.42 -2.58 2.94
C 0.39 -3.50 3.79
H 0.69 -2.98 -4.36
H -0.72 -2.17 -3.72
H 0.80 -1.26 -4.04
H 1.72 -4.52 -2.74
H 2.73 -5.62 -0.48
H 3.41 -4.37 0.56
H 1.87 -5.11 0.97
H 2.20 -2.65 1.90
H 0.42 3.20 1.51
H 1.93 3.51 2.36
H 1.90 3.68 0.62
H 4.08 1.81 1.86
H 5.28 -0.59 1.55
H 4.25 -1.67 2.48
H 4.35 -1.85 0.73
H -3.68 -0.47 0.87
H -4.09 -1.31 2.36
H -3.33 0.27 2.44
H -2.45 -2.54 3.81
H -0.24 -3.90 4.59
H 0.78 -4.33 3.21
H 1.23 -2.97 4.25
Se -2.45 -0.73 -1.32
Te -1.22 0.52 -2.99
Te 0.16 2.50 -1.51
Se 1.83 0.84 -2.07
C -3.62 3.05 2.99
N -4.10 2.71 1.66
C -5.52 2.91 1.31
C -5.61 2.41 -0.14
N -4.22 1.99 -0.40
C -3.43 2.20 0.65
S -1.69 2.01 0.72
H -3.74 4.12 3.16
H -2.57 2.79 3.08
H -4.20 2.51 3.74
H -5.77 3.97 1.41
H -6.15 2.34 1.99
H -5.89 3.20 -0.84
H -6.29 1.57 -0.25
H -3.87 1.71 -1.30
```

Results
HOMO energy (eV): -17.13
Strongest force on any atom (Eh/bohr): 0.018
Spin multiplicity: 1
Lowest unoccupied orbital energy (eV): -11.301
Net charge: +3

Atomic partial charges in e from the natural (NBO) method, atoms 1 to 4: W 0.584; C -0.667; C 0.231; C -0.300

No. 8
This record from OMol25 describes 15 unconnected molecules or ions with the total composition C12H47Br2NO19 in a non-equilibrium geometry. The level of theory is ωB97M-V/def2-TZVPD.

```
81
Properties=species:S:1:pos:R:3
N 2.06 0.53 3.57
C 1.31 0.21 2.63
C 1.83 0.48 1.27
C 1.18 -0.26 0.11
C 1.76 -1.67 0.09
O 1.42 -2.43 1.22
O 2.67 -2.80 1.82
O 1.79 0.31 -1.07
C 0.91 0.13 -2.07
O 1.20 -0.13 -3.21
O -0.28 0.30 -1.59
C -0.36 -0.12 -0.15
C -1.21 -1.38 -0.29
C -2.37 -1.68 0.68
C -2.29 -3.02 1.41
Br -2.52 -2.84 3.35
C -1.03 1.07 0.47
C -0.40 2.40 0.07
C -0.16 3.27 1.29
Br 1.34 4.48 0.97
H 1.65 0.34 4.48
H 0.34 -0.24 2.80
H 1.88 1.54 1.11
H 2.84 0.15 1.31
H 1.45 -2.18 -0.81
H 2.82 -1.57 0.01
H 2.67 -2.41 2.69
H -0.61 -2.26 -0.37
H -1.66 -1.25 -1.24
H -2.58 -0.92 1.40
H -3.24 -1.78 0.07
H -3.11 -3.64 1.14
H -1.37 -3.52 1.23
H -1.12 0.98 1.54
H -2.04 1.04 0.11
H 0.53 2.30 -0.44
H -1.10 2.94 -0.53
H 0.17 2.67 2.11
H -1.03 3.84 1.55
O 2.29 -4.26 4.43
H 1.64 -4.96 4.55
H 2.50 -4.27 3.49
O -1.48 -0.60 -4.87
H -1.33 -1.14 -5.66
H -0.60 -0.41 -4.54
O 2.82 3.17 -2.66
H 2.60 2.35 -2.21
H 2.24 3.82 -2.25
O -0.91 -5.65 0.85
H -0.65 -6.24 0.14
H -0.10 -5.20 1.10
O 3.96 1.80 -0.30
H 4.08 1.12 -0.97
H 4.79 2.27 -0.29
O -4.12 1.02 -4.51
H -3.37 0.42 -4.42
H -3.73 1.86 -4.74
O 2.28 -1.68 5.61
H 2.36 -2.44 5.01
H 3.12 -1.22 5.57
O -3.34 3.78 -0.11
H -3.59 3.78 -1.04
H -4.13 4.07 0.35
O 5.19 -0.69 -1.65
H 5.83 -1.18 -2.17
H 4.37 -0.78 -2.15
O -4.42 0.98 -7.84
H -4.49 0.74 -6.91
H -3.48 1.01 -8.01
O 1.11 5.27 -3.03
H 1.40 4.59 -3.65
H 1.90 5.80 -2.87
O -5.26 -3.16 -0.20
H -5.42 -3.54 -1.07
H -6.07 -2.69 0.00
O -1.55 -4.60 6.64
H -2.10 -4.60 7.43
H -0.75 -4.12 6.90
O 1.34 7.61 -1.08
H 0.99 6.79 -0.72
H 0.69 8.28 -0.85
```

Results
HOMO energy (eV): -9.81
Strongest force on any atom (Eh/bohr): 0.031
Spin multiplicity: 1
Lowest unoccupied orbital energy (eV): 0.056
Net charge: 0

Atomic partial charges in e from the Löwdin method, atoms 1 to 4: N 0.129; C -0.237; C -0.088; C -0.279

No. 9
This record from OMol25 describes a gas-phase ion, CF2N (charge +1) in a non-equilibrium geometry. The level of theory is ωB97M-V/def2-TZVPD.

```
4
Properties=species:S:1:pos:R:3
C 0.62 -0.10 -0.06
N -0.63 0.19 0.05
F 1.85 0.07 0.02
F -1.84 -0.16 -0.02
```

Results
HOMO energy (alpha / beta) (eV): -15.93 / -19.81
Strongest force on any atom (Eh/bohr): 0.148
Spin multiplicity: 3
Lowest unoccupied orbital energy (alpha / beta) (eV): -7.393 / -12.127
Net charge: +1

Listed below, in e, are the natural (NBO) charges computed for each atom: C 0.817; N 0.186; F -0.093; F 0.090

No. 10
This record from OMol25 describes 2 unconnected molecules or ions with the total composition C3H9N3 in a non-equilibrium geometry. The level of theory is ωB97M-V/def2-TZVPD.

```
15
Properties=species:S:1:pos:R:3
H 0.39 3.30 0.87
N 0.93 3.06 0.05
C 1.05 1.81 -0.10
N 1.94 1.30 -1.01
H 0.35 1.09 0.31
H 2.29 0.38 -0.82
H 2.50 2.04 -1.38
C -1.17 -0.71 1.21
N -0.46 -1.39 0.42
C -1.10 -2.30 -0.49
H -0.73 -0.01 1.91
H -2.24 -0.96 1.28
H -1.17 -1.81 -1.46
H -0.48 -3.18 -0.65
H -2.07 -2.65 -0.12
```

Results
HOMO energy (eV): -8.97
Strongest force on any atom (Eh/bohr): 0.026
Spin multiplicity: 1
Lowest unoccupied orbital energy (eV): 1.007
Net charge: 0
SMILES string: [H]/N=C/N.C=NC

Atomic partial charges in e from the natural (NBO) method, atoms 1 to 4: H 0.341; N -0.743; C 0.278; N -0.826

No. 11
This record from OMol25 describes a molecular structure, C2H3F3NO4S2. The level of theory is ωB97M-V/def2-TZVPD.

```
15
Properties=species:S:1:pos:R:3
C 2.33 -0.25 -0.24
S 1.30 0.85 0.70
O 1.84 0.85 2.05
O 1.29 2.10 -0.01
N -0.12 0.11 0.76
S -0.89 -0.28 -0.56
O -0.70 -1.66 -0.94
O -0.92 0.69 -1.63
C -2.60 -0.26 0.15
F -2.99 0.98 0.46
F -3.46 -0.73 -0.76
F -2.72 -1.00 1.24
H 3.31 0.23 -0.31
H 2.42 -1.19 0.32
H 1.91 -0.42 -1.23
```

Results
HOMO energy (eV): -5.96
Strongest force on any atom (Eh/bohr): 0.010
Spin multiplicity: 1
Lowest unoccupied orbital energy (eV): 3.579
Net charge: -1

Atomic partial charges in e from the natural (NBO) method, atoms 1 to 4: C -0.896; S 2.324; O -0.977; O -0.969

No. 12
This record from OMol25 describes 2 unconnected molecules or ions with the total composition C4H11NO in a non-equilibrium geometry. The level of theory is ωB97M-V/def2-TZVPD.

```
17
Properties=species:S:1:pos:R:3
C -0.26 2.70 -0.07
C 0.47 1.59 0.06
N -0.17 0.30 0.18
C 0.30 -0.61 1.38
C -0.14 -2.00 0.94
H 0.18 3.65 -0.51
H -1.32 2.76 0.01
H 1.57 1.67 -0.05
H -1.24 0.44 0.13
H -0.23 -0.21 2.32
H 1.39 -0.57 1.30
H -0.20 -2.02 -0.20
H -1.19 -2.44 1.08
H 0.46 -2.86 1.35
H 0.37 -0.90 -3.40
H -0.04 -0.36 -2.00
O 0.05 -1.13 -2.53
```

Results
HOMO energy (alpha / beta) (eV): -15.05 / -15.04
Strongest force on any atom (Eh/bohr): 0.101
Spin multiplicity: 2
Lowest unoccupied orbital energy (alpha / beta) (eV): -3.939 / -8.302
Net charge: +1

Atomic partial charges in e from the natural (NBO) method, atoms 1 to 4: C -0.169; C -0.013; N -0.329; C -0.220